1.
This record from the Open Molecules 2025 dataset describes a structure of composition C22H65HgO11 at a distorted geometry. The level of theory is ωB97M-V/def2-TZVPD.

CARTESIAN COORDINATES (ANGSTROEM)
Hg  0.317  3.365  3.005
C  0.353  -0.140  0.032
C  -0.501  0.740  0.923
O  0.272  1.425  1.874
H  -0.330  -0.705  -0.612
H  0.907  -0.874  0.617
H  0.965  0.350  -0.726
H  -1.298  0.181  1.423
H  -1.074  1.435  0.292
C  -3.418  -2.028  2.330
C  -3.209  -3.537  2.409
O  -2.887  -3.900  3.743
H  -4.303  -1.676  2.863
H  -3.515  -1.691  1.294
H  -2.598  -1.480  2.806
H  -2.390  -3.793  1.730
H  -4.117  -4.030  2.070
H  -2.208  -3.293  4.050
C  0.982  -2.238  -3.034
C  -0.244  -1.560  -3.598
O  -0.167  -1.639  -5.022
H  1.917  -1.879  -3.463
H  0.911  -3.323  -3.145
H  1.065  -2.200  -1.940
H  -0.328  -0.517  -3.283
H  -1.147  -2.072  -3.267
H  0.624  -1.161  -5.293
C  3.615  -1.482  4.367
C  2.657  -1.100  3.238
O  1.472  -0.515  3.775
H  4.506  -2.032  4.079
H  3.069  -2.159  5.031
H  3.764  -0.575  4.952
H  2.356  -1.963  2.629
H  3.143  -0.455  2.496
H  1.112  0.014  3.047
C  0.717  -4.172  0.529
C  0.345  -5.167  -0.555
O  1.423  -6.081  -0.724
H  1.553  -3.527  0.259
H  0.920  -4.566  1.525
H  -0.169  -3.527  0.614
H  0.292  -4.653  -1.516
H  -0.611  -5.664  -0.377
H  1.569  -6.619  0.059
C  4.194  -2.907  -1.149
C  4.067  -1.453  -0.759
O  5.133  -1.103  0.140
H  5.188  -3.144  -1.538
H  3.509  -3.247  -1.928
H  4.042  -3.555  -0.286
H  3.157  -1.303  -0.175
H  4.112  -0.734  -1.582
H  5.948  -1.301  -0.335
C  -0.083  4.891  -1.012
C  -1.099  4.568  0.076
O  -0.641  4.826  1.406
H  -0.511  4.754  -2.002
H  0.824  4.294  -0.917
H  0.276  5.916  -0.885
H  -1.451  3.544  -0.036
H  -1.959  5.203  -0.149
H  -0.580  5.782  1.529
C  0.687  1.971  -3.006
C  2.138  1.439  -2.937
O  2.788  1.833  -4.135
H  0.620  3.057  -3.082
H  0.151  1.778  -2.071
H  0.197  1.523  -3.867
H  2.197  0.354  -2.866
H  2.678  1.767  -2.041
H  2.795  2.791  -4.202
C  -6.068  1.356  1.799
C  -4.669  1.952  1.656
O  -4.394  2.958  2.631
H  -6.252  0.899  2.772
H  -6.234  0.653  0.984
H  -6.805  2.159  1.741
H  -4.668  2.451  0.681
H  -3.908  1.171  1.622
H  -4.630  3.807  2.254
C  3.767  2.202  0.797
C  2.773  3.328  0.658
O  2.402  3.835  1.970
H  3.338  1.351  1.329
H  4.653  2.471  1.374
H  4.027  1.803  -0.184
H  1.831  3.003  0.222
H  3.178  4.170  0.092
H  3.241  4.149  2.335
C  -3.153  0.869  -1.913
C  -4.588  0.699  -2.403
O  -5.383  -0.011  -1.465
H  -2.657  -0.098  -1.821
H  -3.140  1.374  -0.945
H  -2.644  1.515  -2.632
H  -4.602  0.113  -3.328
H  -5.080  1.660  -2.550
H  -5.024  -0.899  -1.367

Output
**Calculated total energy**: -50552.9787 eV
**Molar mass**: 706.34 g/mol
**Gap between HOMO and LUMO**: 5.2 eV
**HOMO level**: -11.98 eV
**Largest force on an atom**: 0.0522 hartree/bohr
**Spin multiplicity**: 1
**Total charge**: +1

---

2.
This record from the Open Molecules 2025 dataset describes a cluster of 15 separate species, C25H80N10O15 in total at a distorted geometry. The level of theory is ωB97M-V/def2-TZVPD.

CARTESIAN COORDINATES (ANGSTROEM)
C  -3.203  1.364  3.437
O  -2.237  1.548  4.432
H  -3.941  0.794  3.943
H  -2.693  1.081  2.509
H  -3.561  2.355  3.051
H  -2.584  2.146  5.107
C  -0.877  5.293  -0.346
O  -0.691  3.948  0.098
H  -0.476  6.065  0.325
H  -1.939  5.421  -0.460
H  -0.410  5.466  -1.326
H  -0.776  3.948  1.043
C  -1.231  -4.862  -0.084
O  -1.210  -3.413  0.212
H  -1.714  -5.455  0.755
H  -0.229  -5.277  -0.156
H  -1.785  -5.087  -0.955
H  -1.992  -3.040  -0.123
C  -3.899  -1.198  -0.884
O  -3.235  -2.275  -1.369
H  -3.202  -0.406  -0.713
H  -4.418  -1.357  0.047
H  -4.601  -0.868  -1.683
H  -2.964  -2.086  -2.279
C  3.303  0.586  2.783
O  1.995  0.050  2.865
H  3.916  -0.330  2.625
H  3.604  1.328  3.555
H  3.269  1.169  1.898
H  1.841  -0.497  2.088
C  3.327  -1.337  -4.372
O  2.515  -0.259  -4.203
N  3.291  -2.066  -5.411
N  4.169  -1.829  -3.537
H  2.681  -1.768  -6.190
H  4.005  -2.744  -5.713
H  4.115  -1.486  -2.611
H  4.584  -2.736  -3.714
C  4.764  -0.499  -0.307
O  4.473  0.810  -0.309
N  3.886  -1.305  -0.746
N  5.957  -0.975  0.010
H  2.975  -0.861  -0.746
H  3.821  -2.334  -0.652
H  6.768  -0.286  -0.004
H  6.198  -1.955  -0.042
C  1.719  2.290  -1.984
O  0.771  2.570  -2.970
N  2.657  1.533  -2.116
N  1.590  2.664  -0.771
H  2.674  1.094  -3.059
H  3.440  1.472  -1.518
H  0.716  3.143  -0.587
H  2.149  2.335  0.025
C  2.215  -3.303  1.546
O  2.607  -3.675  0.308
N  3.072  -3.144  2.490
N  0.995  -3.035  1.930
H  4.126  -3.331  2.481
H  2.889  -2.560  3.288
H  0.228  -3.311  1.322
H  0.738  -2.731  2.856
C  -1.736  0.008  -4.150
O  -2.854  -0.794  -3.854
N  -0.766  -0.441  -4.865
N  -1.629  1.279  -3.743
H  -0.964  -1.322  -5.236
H  0.090  -0.080  -4.491
H  -2.219  1.603  -2.964
H  -0.815  1.878  -3.911
C  -0.853  0.589  0.895
C  0.091  -0.338  0.203
C  -0.204  -0.449  -1.299
O  1.249  0.087  0.162
H  -0.880  1.560  0.358
H  -0.501  0.844  1.918
H  -1.856  0.148  0.896
H  0.027  -1.231  0.722
H  -1.111  -0.997  -1.551
H  0.656  -0.738  -1.975
H  -0.467  0.579  -1.728
H  1.150  0.864  -0.360
C  -4.626  2.749  -2.147
C  -3.565  3.100  -1.188
C  -3.740  2.627  0.257
O  -2.496  2.603  -1.533
H  -4.359  2.960  -3.152
H  -5.552  3.335  -1.871
H  -4.865  1.660  -2.142
H  -3.428  4.195  -1.153
H  -2.861  2.906  0.922
H  -3.949  1.569  0.224
H  -4.541  3.136  0.737
H  -1.795  3.073  -1.079
C  0.721  2.935  3.401
C  -0.448  3.971  3.377
C  0.126  5.248  2.835
O  -1.317  3.627  2.597
H  0.409  1.970  3.699
H  1.619  3.158  4.020
H  1.098  2.743  2.387
H  -0.845  3.972  4.337
H  0.778  5.075  2.030
H  0.818  5.617  3.632
H  -0.570  6.083  2.580
H  -1.877  2.912  3.028
C  -1.608  -2.101  3.293
C  -0.692  -1.335  4.235
C  -1.223  -1.234  5.660
O  0.386  -1.927  4.319
H  -2.642  -1.745  3.569
H  -1.630  -3.217  3.212
H  -1.433  -1.765  2.241
H  -0.462  -0.320  3.867
H  -1.973  -0.461  5.730
H  -0.464  -0.908  6.284
H  -1.663  -2.105  5.996
H  1.044  -1.359  4.784
C  -0.809  -3.567  -3.583
C  0.701  -3.303  -3.676
C  1.447  -3.842  -2.331
O  1.287  -3.746  -4.690
H  -0.991  -4.611  -3.295
H  -1.212  -3.438  -4.554
H  -1.257  -2.896  -2.877
H  0.949  -2.195  -3.649
H  0.843  -3.452  -1.533
H  2.358  -3.322  -2.122
H  1.552  -4.850  -2.056
H  2.174  -3.373  -4.739

Output
**Calculated total energy**: -72827.8297 eV
**Molar mass**: 760.97 g/mol
**Gap between HOMO and LUMO**: 8.4 eV
**HOMO level**: -8.22 eV
**Largest force on an atom**: 0.2549 hartree/bohr
**Spin multiplicity**: 1

---

3.
This record from the Open Molecules 2025 dataset describes a cluster of 2 separate species, C5H9NS in total at a distorted geometry. The level of theory is ωB97M-V/def2-TZVPD.

CARTESIAN COORDINATES (ANGSTROEM)
C  -0.583  2.869  -2.434
C  -0.215  3.054  -1.326
C  0.756  0.225  0.524
C  0.289  -2.149  0.059
C  -1.072  -0.827  1.654
N  0.013  -0.855  0.720
S  2.271  0.215  -0.444
H  -0.834  2.507  -3.429
H  2.039  1.510  -0.379
H  0.188  3.174  -0.446
H  -0.515  -2.360  -0.667
H  1.258  -2.022  -0.533
H  0.416  -3.010  0.757
H  -1.789  -1.604  1.606
H  -0.725  -0.893  2.757
H  -1.497  0.167  1.579

Output
**Calculated total energy**: -17651.1867 eV
**Molar mass**: 115.20 g/mol
**Gap between HOMO and LUMO**: 8.7 eV
**HOMO level**: -7.92 eV
**Largest force on an atom**: 0.0895 hartree/bohr
**Spin multiplicity**: 1

---

4.
This record from the Open Molecules 2025 dataset describes a cluster of 5 separate species, C33H59F6N4O22P5S in total at a distorted geometry. The level of theory is ωB97M-V/def2-TZVPD.

CARTESIAN COORDINATES (ANGSTROEM)
N  3.664  1.843  2.187
C  4.017  2.143  0.736
C  2.956  1.343  -0.162
C  3.347  0.060  -0.938
C  4.812  -0.618  -0.914
O  4.629  -1.940  -0.328
C  5.685  -2.821  -0.643
F  5.904  -3.024  -2.021
F  6.828  -2.413  0.080
F  5.299  -4.101  -0.111
C  2.251  -0.620  -1.799
C  2.598  -1.933  -2.678
C  3.574  -1.454  -3.905
C  3.276  0.087  -4.325
N  4.082  1.229  -3.861
O  2.290  0.375  -5.075
C  0.781  -0.061  -1.850
C  0.346  1.241  -1.073
C  1.521  1.909  -0.255
S  1.101  3.493  0.642
C  -0.660  3.219  1.096
C  -1.188  3.830  2.410
N  -0.355  4.637  3.332
C  -2.694  3.652  2.849
C  -3.568  2.803  1.900
C  -5.127  2.625  2.315
P  -5.141  1.655  3.931
O  -4.596  2.496  5.117
O  -6.741  1.170  4.305
O  -4.131  0.284  3.706
C  -3.018  2.163  0.570
C  -1.525  2.346  0.106
N  -1.016  1.787  -1.159
C  -1.967  0.888  -1.830
O  -2.211  -0.353  -1.081
C  -3.280  -1.090  -1.629
F  -3.052  -2.458  -1.254
F  -4.488  -0.719  -0.986
F  -3.351  -1.084  -3.037
H  2.811  1.249  2.159
H  4.402  1.200  2.514
H  3.925  3.285  0.569
H  5.107  1.879  0.503
H  5.306  -0.614  -1.944
H  5.489  -0.021  -0.210
H  1.634  -2.286  -3.204
H  3.044  -2.781  -2.063
H  4.680  -1.634  -3.689
H  3.329  -2.072  -4.852
H  3.524  1.771  -3.173
H  4.922  0.922  -3.346
H  0.069  -0.662  -2.513
H  0.429  5.074  2.830
H  -0.954  5.357  3.781
H  -3.115  4.125  3.802
H  -5.738  2.126  1.470
H  -5.525  3.692  2.512
H  -6.792  1.136  5.294
H  -3.234  0.564  4.021
H  -3.799  1.591  -0.038
H  -1.584  0.655  -2.897
H  -3.009  1.363  -1.998
C  -6.983  6.233  1.748
O  -5.725  6.327  1.095
P  -5.775  6.509  -0.622
O  -4.508  5.686  -0.756
O  -5.358  8.095  -0.474
C  -6.295  9.000  0.093
O  -5.851  6.691  -2.332
C  -7.074  7.216  -2.839
H  -6.963  5.381  2.430
H  -7.161  7.143  2.327
H  -7.794  6.094  1.030
H  -6.039  9.175  1.140
H  -7.317  8.617  0.026
H  -6.240  9.947  -0.445
H  -7.161  8.278  -2.598
H  -7.924  6.670  -2.422
H  -7.080  7.102  -3.924
C  0.501  -7.912  2.085
O  0.327  -6.812  2.980
P  1.435  -5.503  2.808
O  1.435  -5.228  4.301
O  0.263  -4.593  2.095
C  -0.224  -4.979  0.818
O  2.584  -4.255  2.520
C  3.170  -4.247  1.221
H  0.488  -8.839  2.661
H  -0.325  -7.931  1.370
H  1.448  -7.846  1.543
H  -1.171  -5.509  0.939
H  0.489  -5.618  0.291
H  -0.398  -4.082  0.221
H  2.438  -3.917  0.478
H  3.537  -5.244  0.964
H  4.003  -3.554  1.222
C  2.632  1.741  -7.868
O  1.987  2.728  -8.681
P  1.815  2.347  -10.351
O  2.001  3.796  -10.763
O  0.208  2.054  -10.136
C  -0.185  0.940  -9.347
O  1.698  1.835  -11.991
C  1.774  0.429  -12.200
H  3.399  2.230  -7.265
H  1.899  1.286  -7.202
H  3.102  0.964  -8.477
H  -0.449  1.283  -8.345
H  0.611  0.193  -9.280
H  -1.062  0.477  -9.803
H  0.858  -0.057  -11.853
H  2.637  0.013  -11.675
H  1.887  0.241  -13.269
C  3.341  -7.252  10.650
O  2.941  -5.894  10.839
P  2.933  -4.897  9.433
O  3.361  -3.675  10.224
O  1.287  -4.954  9.383
C  0.653  -6.192  9.096
O  2.957  -4.023  7.952
C  2.872  -4.817  6.769
H  4.084  -7.509  11.408
H  2.474  -7.906  10.773
H  3.777  -7.411  9.660
H  0.312  -6.647  10.028
H  1.327  -6.879  8.578
H  -0.213  -6.004  8.459
H  1.866  -5.223  6.657
H  3.600  -5.633  6.807
H  3.093  -4.187  5.908

Output
**Calculated total energy**: -159749.3642 eV
**Molar mass**: 1164.77 g/mol
**Gap between HOMO and LUMO**: 4.8 eV
**HOMO level**: -7.85 eV
**Largest force on an atom**: 0.1990 hartree/bohr
**Spin multiplicity**: 1

---

5.
This record from the Open Molecules 2025 dataset describes a structure of composition C4H3N3O at a distorted geometry. The level of theory is ωB97M-V/def2-TZVPD.

CARTESIAN COORDINATES (ANGSTROEM)
C  -1.502  0.723  -0.797
C  0.198  -0.288  -0.370
C  1.138  -0.887  0.398
C  -0.464  0.695  0.372
H  -0.808  -0.467  -2.581
H  1.893  -1.584  0.194
H  1.500  -0.172  2.433
N  -0.770  -0.216  -1.503
N  1.227  0.051  1.437
N  0.178  0.982  1.509
O  -2.591  1.163  -1.092

Output
**Calculated total energy**: -10710.7820 eV
**Molar mass**: 109.09 g/mol
**Gap between HOMO and LUMO**: 9.6 eV
**HOMO level**: -9.00 eV
**Largest force on an atom**: 0.0700 hartree/bohr
**Spin multiplicity**: 1

---

6.
This record from the Open Molecules 2025 dataset describes the ion C6H10BrN3O2 with charge +2 at a distorted geometry. The level of theory is ωB97M-V/def2-TZVPD.

CARTESIAN COORDINATES (ANGSTROEM)
C  -2.679  -0.512  1.143
C  -2.047  -0.007  -0.252
O  -2.062  1.445  -0.217
N  -0.767  1.918  -0.133
O  -0.480  3.019  0.081
C  0.178  0.709  -0.186
C  1.480  1.158  -0.070
N  2.750  0.653  0.138
C  3.350  -0.475  0.096
Br  5.215  -0.576  0.059
N  -0.648  -0.317  -0.370
C  -0.221  -1.678  -0.768
H  -3.232  -1.485  1.022
H  -1.970  -0.582  1.932
H  -3.517  0.279  1.293
H  -2.497  -0.178  -1.201
H  1.581  2.220  -0.190
H  3.452  1.438  0.229
H  2.560  -1.241  0.037
H  0.909  -1.586  -0.961
H  -0.525  -2.350  0.049
H  -0.831  -1.852  -1.731

Output
**Calculated total energy**: -84967.8789 eV
**Molar mass**: 236.07 g/mol
**Gap between HOMO and LUMO (spin up / spin down)**: 6.6 / 6.6 eV
**HOMO level (spin up / spin down)**: -16.91 / -16.91 eV
**Largest force on an atom**: 0.0833 hartree/bohr
**Spin multiplicity**: 1
**Total charge**: +2

---

7.
This record from the Open Molecules 2025 dataset describes a cluster of 3 separate species, C25H28F6N2O9 in total at a distorted geometry. The level of theory is ωB97M-V/def2-TZVPD.

CARTESIAN COORDINATES (ANGSTROEM)
N  4.826  -3.066  4.800
C  4.151  -3.086  3.855
C  3.282  -3.230  2.654
C  3.966  -2.673  1.385
C  4.656  -1.270  1.560
C  4.221  -0.379  0.386
C  4.552  -0.820  -0.893
C  4.163  -0.098  -2.006
C  3.444  1.066  -1.823
C  3.137  1.547  -0.572
C  3.537  0.806  0.534
C  1.836  -2.728  2.913
C  1.711  -1.241  2.870
N  1.561  -0.091  2.910
C  0.775  -3.461  2.057
O  0.305  -4.468  2.501
C  0.336  -2.994  0.638
F  0.614  -4.038  -0.182
F  1.077  -1.977  0.164
C  -1.183  -2.697  0.456
F  -1.982  -3.464  1.194
F  -1.474  -2.979  -0.836
C  -1.612  -1.218  0.669
F  -1.124  -0.388  -0.249
F  -2.969  -1.197  0.496
C  -1.399  -0.698  2.126
O  -1.358  -1.429  3.067
O  -1.308  0.657  2.220
H  3.197  -4.319  2.505
H  3.323  -2.651  0.501
H  4.780  -3.377  1.150
H  5.741  -1.381  1.444
H  4.393  -0.823  2.524
H  5.120  -1.745  -1.004
H  4.424  -0.509  -2.978
H  3.118  1.624  -2.700
H  2.572  2.459  -0.402
H  3.305  1.166  1.534
H  1.599  -2.990  3.954
H  -2.189  1.014  2.022
C  -2.476  -1.705  -3.659
C  -0.992  -1.936  -3.858
O  -0.728  -2.498  -5.152
C  -0.731  -1.631  -6.163
O  -0.916  -0.445  -6.084
O  -0.506  -2.311  -7.291
C  -0.553  -1.511  -8.472
H  -3.036  -2.623  -3.852
H  -2.682  -1.372  -2.642
H  -2.852  -0.951  -4.351
H  -0.633  -2.661  -3.130
H  -0.419  -1.020  -3.712
H  0.106  -0.649  -8.390
H  -1.576  -1.191  -8.667
H  -0.216  -2.133  -9.297
C  -5.797  5.898  1.519
C  -4.593  6.768  1.812
O  -4.077  6.517  3.126
C  -3.319  5.429  3.245
O  -3.025  4.666  2.361
O  -2.950  5.320  4.522
C  -2.184  4.148  4.804
H  -6.550  6.012  2.300
H  -6.240  6.166  0.559
H  -5.521  4.844  1.488
H  -4.884  7.817  1.795
H  -3.812  6.637  1.063
H  -1.329  4.066  4.135
H  -2.815  3.263  4.727
H  -1.820  4.231  5.824

Output
**Calculated total energy**: -64090.5541 eV
**Molar mass**: 614.49 g/mol
**Gap between HOMO and LUMO**: 8.5 eV
**HOMO level**: -9.29 eV
**Largest force on an atom**: 0.0348 hartree/bohr
**Spin multiplicity**: 1